{"formula": "C22H16IrN4O6S2Se2", "method": "wB97M-V/def2-TZVPD", "homo_ev": -11.5324, "charge": 1, "total_energy_ha": -7221.6978, "gap_ev": 6.881, "max_force_ev_per_a": 5.8, "symbols": ["Ir", "Se", "Se", "S", "S", "O", "O", "O", "O", "O", "O", "N", "N", "N", "N", "C", "C", "C", "C", "C", "C", "C", "C", "C", "C", "C", "C", "C", "C", "C", "C", "C", "C", "C", "C", "C", "C", "H", "H", "H", "H", "H", "H", "H", "H", "H", "H", "H", "H", "H", "H", "H", "H"], "xyz": [[-0.180340, 0.746519, -0.198337], [-0.242930, 3.851669, -0.208500], [-2.388715, 3.428920, 0.561099], [0.597880, -1.929091, -0.063412], [2.238897, 0.626932, -1.694721], [0.704080, -0.897088, 1.023079], [0.203135, -3.215265, 0.405192], [2.073232, 1.112038, -0.286064], [0.877578, 0.698114, -2.276210], [-0.329387, -1.344570, -1.074427], [3.218297, 1.343723, -2.444905], [-1.923736, -0.043473, 0.926379], [0.464754, 1.967706, 1.671837], [-1.830410, 1.471943, -1.392699], [-4.056402, -4.119936, -0.348534], [-4.324247, 1.441924, -2.537724], [4.077839, -1.279476, -2.087660], [4.096195, -3.498747, -1.163403], [2.321921, 2.047370, 3.158372], [-2.906250, -2.217492, 0.975901], [-3.271415, 0.771745, -3.142830], [4.711748, -2.499981, -1.894835], [-2.036431, 0.786312, -2.529168], [0.770396, 3.217625, 1.276513], [2.831709, -3.291039, -0.630993], [-2.632804, -2.333985, 2.333695], [-4.094145, 2.185457, -1.390352], [2.819268, -1.052506, -1.548863], [-3.538443, -3.280149, 0.239672], [1.820612, 3.945438, 1.787282], [-1.720305, -0.139355, 2.251174], [-2.815084, 2.209931, -0.864611], [-2.065078, -1.253384, 2.984116], [1.234513, 1.397595, 2.606955], [-2.540063, -1.060855, 0.312865], [2.626628, 3.328195, 2.736858], [2.192284, -2.074189, -0.816211], [-1.873623, -1.275268, 4.047739], [4.548249, -0.482510, -2.644643], [3.485007, 3.851390, 3.136496], [-2.869117, -3.252254, 2.855097], [4.591575, -4.448209, -1.008599], [5.699415, -2.660482, -2.307306], [-5.316840, 1.405735, -2.967801], [2.927873, 1.536518, 3.892714], [-3.399905, 0.232433, -4.070337], [0.985496, 0.382850, 2.885243], [-2.757091, -0.948792, -0.739260], [-4.881279, 2.756262, -0.916247], [2.321448, -4.058675, -0.065898], [-1.280854, 0.725635, 2.725611], [2.020600, 4.946698, 1.435963], [-1.185755, 0.240117, -2.915317]], "forces_ev_per_angstrom": [[-3.37, -2.52, 4.06], [0.11, 1.35, 0.02], [0.01, -0.09, -0.10], [0.25, -0.60, 0.10], [0.17, 1.15, -0.74], [0.25, 0.51, -0.76], [0.01, 0.00, 0.10], [-0.21, -0.32, -0.55], [0.78, -0.54, -0.30], [0.18, 0.78, -0.24], [0.24, -0.13, 0.04], [1.50, -0.24, -0.46], [0.29, 0.37, -1.51], [0.92, 0.07, 0.40], [0.07, 0.12, 0.06], [-0.11, 0.01, 0.03], [-0.18, -0.02, 0.01], [0.04, -0.04, -0.05], [-0.07, -0.01, 0.13], [-0.23, -0.06, 0.06], [-0.02, 0.01, -0.01], [0.04, -0.08, 0.02], [0.04, 0.03, -0.05], [-0.42, -0.37, -0.08], [-0.16, 0.09, 0.01], [0.00, -0.07, -0.02], [-0.01, -0.05, -0.07], [0.03, -0.05, 0.18], [-0.03, -0.01, -0.02], [0.02, -0.07, 0.15], [-0.18, 0.30, 0.16], [0.33, 0.09, 0.00], [-0.17, 0.05, 0.06], [-0.21, -0.13, -0.04], [-0.33, 0.26, -0.21], [0.01, 0.12, -0.06], [0.05, 0.11, -0.08], [0.00, 0.00, -0.03], [0.04, -0.02, 0.02], [0.00, -0.02, 0.02], [0.00, 0.04, 0.02], [-0.01, 0.03, 0.00], [-0.04, 0.01, -0.02], [0.02, 0.03, -0.01], [-0.02, 0.01, 0.01], [-0.01, -0.03, 0.04], [0.07, 0.00, -0.06], [0.17, -0.06, -0.03], [0.02, 0.05, -0.07], [0.07, -0.04, -0.05], [0.08, -0.07, -0.08], [-0.02, 0.01, 0.00], [-0.03, 0.03, 0.02]], "nbo_charge": [1.352, 0.284, 0.251, 2.402, 2.388, -0.948, -0.911, -0.986, -1.003, -0.933, -0.921, -0.436, -0.509, -0.480, -0.226, -0.114, -0.183, -0.182, -0.232, -0.189, -0.237, -0.174, 0.050, 0.067, -0.159, -0.052, -0.271, -0.242, 0.248, -0.260, 0.094, 0.063, -0.240, 0.077, 0.134, -0.094, -0.381, 0.249, 0.264, 0.243, 0.254, 0.235, 0.235, 0.245, 0.246, 0.252, 0.235, 0.236, 0.250, 0.256, 0.230, 0.255, 0.269]}